[1]
C20H27N2O6P2Pd | the ωB97M-V functional and the def2-TZVPD basis

Atoms and positions in Å:
Pd: 0.048 0.611 -0.020
C: -3.031 0.730 1.900
C: -1.586 1.097 1.777
C: -1.206 2.312 1.126
C: 0.112 2.779 1.132
C: 1.109 1.944 1.649
C: 0.752 0.721 2.277
C: -0.582 0.326 2.388
H: -3.437 1.234 2.783
H: -3.173 -0.339 2.043
H: -3.619 1.075 1.049
H: -1.986 2.928 0.695
H: 0.361 3.743 0.709
H: 2.145 2.257 1.641
H: 1.527 0.108 2.723
H: -0.840 -0.582 2.918
C: 2.698 0.304 -2.190
P: 1.736 -0.543 -0.934
C: 2.948 -1.223 0.194
C: 0.571 -1.722 -3.208
C: -0.338 -0.504 -3.219
P: -1.261 -0.024 -1.738
C: -2.316 1.308 -2.333
C: -2.366 -1.404 -1.374
H: 2.100 0.770 -2.965
H: 3.448 -0.358 -2.629
H: 3.222 1.109 -1.662
H: 3.703 -1.790 -0.356
H: 2.503 -1.839 0.970
H: 3.435 -0.355 0.650
H: 0.065 -2.676 -3.283
H: 1.465 -1.631 -3.815
H: -1.132 -0.786 -3.923
H: 0.159 0.370 -3.633
H: -2.949 0.948 -3.147
H: -1.723 2.156 -2.677
H: -2.959 1.636 -1.516
H: -2.943 -1.649 -2.268
H: -3.062 -1.085 -0.597
H: -1.845 -2.284 -1.002
O: 1.208 -1.939 -1.838
C: 0.741 -3.098 -0.966
O: 0.325 -2.781 0.085
C: 0.898 -4.401 -1.576
C: 0.312 -5.479 -0.896
C: 0.453 -6.737 -1.430
C: 1.148 -6.983 -2.603
C: 1.715 -5.895 -3.245
C: 1.621 -4.616 -2.754
N: 2.458 -6.091 -4.519
O: 2.829 -5.076 -5.076
O: 2.619 -7.223 -4.882
N: -0.178 -7.880 -0.709
O: -0.013 -8.969 -1.191
O: -0.798 -7.598 0.290
H: -0.239 -5.352 0.026
H: 1.244 -7.988 -2.997
H: 2.148 -3.838 -3.288

Calculated values
Charge ... +3
Calculated total energy ... -58468.2057 eV
Multiplicity ... 1
LUMO energy ... -10.90 eV
Gap between HOMO and LUMO ... 7.458 eV

So, what does the natural (NBO) scheme give us? The charges, in e, come out as: atom 1 (Pd): 0.3757, atom 2 (C): -0.6676, atom 3 (C): 0.0283, atom 4 (C): -0.1831, atom 5 (C): -0.2216, atom 6 (C): -0.2395, atom 7 (C): -0.1860, atom 8 (C): -0.2443, atom 9 (H): 0.2942, atom 10 (H): 0.2498, atom 11 (H): 0.2372, atom 12 (H): 0.2636, atom 13 (H): 0.2869, atom 14 (H): 0.2783, atom 15 (H): 0.2705, atom 16 (H): 0.2784, atom 17 (C): -1.0226, atom 18 (P): 1.4272, atom 19 (C): -1.0127, atom 20 (C): -0.0324, atom 21 (C): -0.8206, atom 22 (P): 1.2080, atom 23 (C): -0.9629, atom 24 (C): -0.9780, atom 25 (H): 0.2740, atom 26 (H): 0.2884, atom 27 (H): 0.3058, atom 28 (H): 0.2926, atom 29 (H): 0.2932, atom 30 (H): 0.2953, atom 31 (H): 0.2483, atom 32 (H): 0.2564, atom 33 (H): 0.3035, atom 34 (H): 0.2788, atom 35 (H): 0.2871, atom 36 (H): 0.2825, atom 37 (H): 0.2722, atom 38 (H): 0.2824, atom 39 (H): 0.2837, atom 40 (H): 0.2622, atom 41 (O): -0.6802, atom 42 (C): 0.8378, atom 43 (O): -0.4794, atom 44 (C): -0.2745, atom 45 (C): -0.0825, atom 46 (C): 0.0360, atom 47 (C): -0.0911, atom 48 (C): 0.1132, atom 49 (C): -0.1557, atom 50 (N): 0.5152, atom 51 (O): -0.3645, atom 52 (O): -0.2737, atom 53 (N): 0.5274, atom 54 (O): -0.2886, atom 55 (O): -0.3360, atom 56 (H): 0.2871, atom 57 (H): 0.3190, atom 58 (H): 0.2568


[2]
C20H27N3O3S | the ωB97M-V functional and the def2-TZVPD basis

Atoms and positions in Å:
C: 7.181 0.278 1.885
C: 6.006 -0.151 1.016
C: 6.268 0.131 -0.462
C: 5.113 -0.330 -1.352
N: 3.899 0.396 -1.065
C: 2.806 -0.183 -0.548
O: 2.716 -1.385 -0.337
C: 1.707 0.774 -0.272
O: 1.968 2.070 -0.559
N: 0.889 2.826 -0.274
C: -0.043 2.035 0.184
C: -1.381 2.547 0.536
S: -2.491 2.262 -0.909
C: -3.723 1.171 -0.239
C: -4.292 1.392 1.005
C: -5.263 0.527 1.474
C: -5.687 -0.537 0.696
C: -5.138 -0.735 -0.559
C: -4.153 0.114 -1.028
C: 0.421 0.677 0.222
C: -0.394 -0.451 0.756
O: -1.515 -0.255 1.202
N: 0.201 -1.648 0.734
C: -0.461 -2.850 1.179
C: -0.434 -3.926 0.094
C: -1.117 -3.493 -1.203
C: -2.609 -3.232 -1.033
H: 8.083 -0.260 1.600
H: 7.369 1.344 1.777
H: 6.975 0.070 2.932
H: 5.821 -1.218 1.150
H: 5.107 0.382 1.335
H: 6.432 1.202 -0.608
H: 7.173 -0.391 -0.777
H: 4.898 -1.387 -1.179
H: 5.372 -0.186 -2.406
H: 3.909 1.397 -1.188
H: -1.342 3.618 0.724
H: -1.796 1.987 1.370
H: -3.985 2.233 1.608
H: -5.695 0.691 2.450
H: -6.446 -1.210 1.067
H: -5.468 -1.562 -1.171
H: -3.708 -0.038 -2.000
H: 1.139 -1.749 0.348
H: -1.485 -2.580 1.445
H: 0.043 -3.227 2.077
H: -0.923 -4.821 0.485
H: 0.608 -4.175 -0.120
H: -0.633 -2.589 -1.579
H: -0.971 -4.279 -1.947
H: -2.785 -2.373 -0.391
H: -3.101 -4.099 -0.596
H: -3.066 -3.029 -1.999

Calculated values
Calculated total energy ... -42626.6131 eV
Multiplicity ... 1
LUMO energy ... -0.06 eV
Gap between HOMO and LUMO ... 8.076 eV
SMILES string ... CCCCNC(=O)c1onc(CSc2ccccc2)c1C(=O)NCCCC

So, what does the natural (NBO) scheme give us? The charges, in e, come out as: atom 1 (C): -0.5993, atom 2 (C): -0.3978, atom 3 (C): -0.3980, atom 4 (C): -0.2257, atom 5 (N): -0.5800, atom 6 (C): 0.6381, atom 7 (O): -0.6358, atom 8 (C): 0.2227, atom 9 (O): -0.2797, atom 10 (N): -0.1053, atom 11 (C): 0.1773, atom 12 (C): -0.5679, atom 13 (S): 0.2417, atom 14 (C): -0.1621, atom 15 (C): -0.1713, atom 16 (C): -0.2137, atom 17 (C): -0.2213, atom 18 (C): -0.2001, atom 19 (C): -0.2285, atom 20 (C): -0.1921, atom 21 (C): 0.6586, atom 22 (O): -0.6460, atom 23 (N): -0.6095, atom 24 (C): -0.2295, atom 25 (C): -0.3989, atom 26 (C): -0.3971, atom 27 (C): -0.6174, atom 28 (H): 0.2011, atom 29 (H): 0.2012, atom 30 (H): 0.2123, atom 31 (H): 0.2020, atom 32 (H): 0.1971, atom 33 (H): 0.1937, atom 34 (H): 0.2094, atom 35 (H): 0.2318, atom 36 (H): 0.2009, atom 37 (H): 0.4153, atom 38 (H): 0.2422, atom 39 (H): 0.2807, atom 40 (H): 0.2048, atom 41 (H): 0.2118, atom 42 (H): 0.2122, atom 43 (H): 0.2142, atom 44 (H): 0.2201, atom 45 (H): 0.4345, atom 46 (H): 0.2300, atom 47 (H): 0.1940, atom 48 (H): 0.2038, atom 49 (H): 0.2016, atom 50 (H): 0.1996, atom 51 (H): 0.2004, atom 52 (H): 0.2201, atom 53 (H): 0.1979, atom 54 (H): 0.2062


[3]
C20H27N3O4S | the ωB97M-V functional and the def2-TZVPD basis

Atoms and positions in Å:
C: -4.133 -1.902 2.851
C: -3.187 -1.184 1.938
C: -2.080 -0.515 2.444
C: -1.211 0.167 1.614
C: -1.416 0.191 0.237
N: -0.522 0.897 -0.587
C: -0.748 0.920 -2.016
C: -0.704 -0.467 -2.679
O: -1.399 -0.731 -3.640
N: 0.160 -1.313 -2.106
C: 0.288 -2.705 -2.486
C: -0.364 -3.604 -1.428
C: 0.419 -3.588 -0.117
C: 1.863 -4.016 -0.359
C: 2.528 -3.077 -1.360
C: 1.761 -3.072 -2.682
S: 1.084 1.021 -0.106
O: 1.517 -0.199 0.517
O: 1.827 1.484 -1.239
C: 1.076 2.336 1.070
C: 1.572 2.414 2.405
C: 2.196 1.331 3.201
N: 1.396 3.624 2.861
O: 0.810 4.361 1.883
C: 0.620 3.602 0.803
C: 0.005 4.176 -0.412
C: -2.528 -0.473 -0.277
C: -3.394 -1.144 0.567
H: -4.752 -2.601 2.295
H: -4.788 -1.187 3.348
H: -3.588 -2.445 3.619
H: -1.891 -0.523 3.507
H: -0.363 0.671 2.041
H: -1.708 1.393 -2.240
H: 0.053 1.522 -2.452
H: 0.706 -1.020 -1.311
H: -0.252 -2.805 -3.434
H: -1.389 -3.269 -1.258
H: -0.400 -4.624 -1.816
H: 0.408 -2.586 0.317
H: -0.059 -4.262 0.598
H: 2.415 -4.002 0.582
H: 1.880 -5.038 -0.747
H: 2.563 -2.071 -0.938
H: 3.557 -3.394 -1.543
H: 2.217 -2.364 -3.377
H: 1.810 -4.066 -3.131
H: 3.199 1.628 3.501
H: 1.618 1.155 4.106
H: 2.245 0.421 2.610
H: -0.023 5.260 -0.331
H: 0.586 3.879 -1.282
H: -1.010 3.799 -0.532
H: -2.728 -0.481 -1.336
H: -4.246 -1.652 0.140

Calculated values
Calculated total energy ... -44673.3591 eV
Multiplicity ... 1
LUMO energy ... 0.61 eV
Gap between HOMO and LUMO ... 9.282 eV
SMILES string ... Cc1ccc(N(CC(=O)NC2CCCCC2)S(=O)(=O)c2c(C)noc2C)cc1

So, what does the natural (NBO) scheme give us? The charges, in e, come out as: atom 1 (C): -0.6252, atom 2 (C): -0.0329, atom 3 (C): -0.1839, atom 4 (C): -0.2485, atom 5 (C): 0.2113, atom 6 (N): -0.6889, atom 7 (C): -0.3317, atom 8 (C): 0.6741, atom 9 (O): -0.6333, atom 10 (N): -0.6420, atom 11 (C): -0.0556, atom 12 (C): -0.4025, atom 13 (C): -0.4091, atom 14 (C): -0.3961, atom 15 (C): -0.4076, atom 16 (C): -0.4021, atom 17 (S): 2.3356, atom 18 (O): -0.9366, atom 19 (O): -0.9279, atom 20 (C): -0.5241, atom 21 (C): 0.1871, atom 22 (C): -0.6662, atom 23 (N): -0.1281, atom 24 (O): -0.2540, atom 25 (C): 0.4149, atom 26 (C): -0.6825, atom 27 (C): -0.2681, atom 28 (C): -0.1861, atom 29 (H): 0.2166, atom 30 (H): 0.2209, atom 31 (H): 0.2183, atom 32 (H): 0.2108, atom 33 (H): 0.2120, atom 34 (H): 0.2321, atom 35 (H): 0.2667, atom 36 (H): 0.4076, atom 37 (H): 0.2361, atom 38 (H): 0.2144, atom 39 (H): 0.2019, atom 40 (H): 0.2050, atom 41 (H): 0.2093, atom 42 (H): 0.2075, atom 43 (H): 0.1906, atom 44 (H): 0.2037, atom 45 (H): 0.2104, atom 46 (H): 0.2153, atom 47 (H): 0.2037, atom 48 (H): 0.2441, atom 49 (H): 0.2382, atom 50 (H): 0.2531, atom 51 (H): 0.2474, atom 52 (H): 0.2531, atom 53 (H): 0.2456, atom 54 (H): 0.2317, atom 55 (H): 0.2135


[4]
C20H27N3O5 | the ωB97M-V functional and the def2-TZVPD basis

Atoms and positions in Å:
O: -2.204 -1.950 1.939
C: -1.708 -1.570 0.897
C: -0.297 -1.083 0.849
C: 0.074 -0.002 1.654
C: 1.356 0.481 1.643
C: 2.387 -0.079 0.849
N: 3.592 0.546 0.739
C: 3.846 1.783 1.452
C: 3.243 3.014 0.762
C: 3.590 3.136 -0.725
C: 2.958 2.035 -1.587
C: 3.814 0.771 -1.721
C: 4.473 0.369 -0.397
C: 2.023 -1.274 0.171
N: 2.935 -2.179 -0.435
O: 4.045 -2.307 0.061
O: 2.550 -2.826 -1.396
C: 0.697 -1.720 0.143
N: -2.378 -1.600 -0.287
C: -1.950 -0.908 -1.480
C: -2.444 0.546 -1.444
C: -3.772 0.644 -0.681
C: -4.576 -0.660 -0.857
C: -3.807 -1.842 -0.251
O: -4.509 1.756 -1.154
C: -5.241 2.286 -0.068
C: -4.609 1.634 1.182
O: -3.506 0.920 0.676
H: -0.678 0.466 2.271
H: 1.564 1.333 2.266
H: 3.481 1.707 2.477
H: 4.931 1.902 1.515
H: 2.155 2.991 0.855
H: 3.602 3.902 1.287
H: 3.213 4.102 -1.067
H: 4.672 3.145 -0.864
H: 1.984 1.774 -1.164
H: 2.775 2.424 -2.590
H: 3.188 -0.035 -2.107
H: 4.611 0.938 -2.448
H: 4.849 -0.657 -0.444
H: 5.343 1.003 -0.228
H: 0.489 -2.623 -0.413
H: -2.381 -1.436 -2.335
H: -0.866 -0.935 -1.571
H: -2.598 0.937 -2.449
H: -1.724 1.180 -0.925
H: -4.742 -0.794 -1.926
H: -5.549 -0.562 -0.376
H: -4.036 -2.763 -0.799
H: -4.071 -1.983 0.800
H: -6.304 2.037 -0.162
H: -5.122 3.372 -0.081
H: -4.234 2.362 1.902
H: -5.314 0.960 1.683

Calculated values
Calculated total energy ... -35883.2291 eV
Multiplicity ... 1
LUMO energy ... -0.14 eV
Gap between HOMO and LUMO ... 7.969 eV
SMILES string ... O=C(c1ccc(N2CCCCCC2)c([N+](=O)[O-])c1)N1CCC2(CC1)OCCO2

So, what does the natural (NBO) scheme give us? The charges, in e, come out as: atom 1 (O): -0.6126, atom 2 (C): 0.6891, atom 3 (C): -0.1853, atom 4 (C): -0.1170, atom 5 (C): -0.2983, atom 6 (C): 0.3136, atom 7 (N): -0.4220, atom 8 (C): -0.2057, atom 9 (C): -0.4108, atom 10 (C): -0.4062, atom 11 (C): -0.4049, atom 12 (C): -0.4149, atom 13 (C): -0.2341, atom 14 (C): -0.0753, atom 15 (N): 0.5195, atom 16 (O): -0.3922, atom 17 (O): -0.3967, atom 18 (C): -0.1389, atom 19 (N): -0.4382, atom 20 (C): -0.2214, atom 21 (C): -0.4410, atom 22 (C): 0.5429, atom 23 (C): -0.4675, atom 24 (C): -0.2304, atom 25 (O): -0.5272, atom 26 (C): -0.1000, atom 27 (C): -0.0975, atom 28 (O): -0.5356, atom 29 (H): 0.2329, atom 30 (H): 0.2189, atom 31 (H): 0.2057, atom 32 (H): 0.2046, atom 33 (H): 0.2014, atom 34 (H): 0.2125, atom 35 (H): 0.2149, atom 36 (H): 0.1948, atom 37 (H): 0.1987, atom 38 (H): 0.2145, atom 39 (H): 0.2101, atom 40 (H): 0.2123, atom 41 (H): 0.2452, atom 42 (H): 0.2009, atom 43 (H): 0.2488, atom 44 (H): 0.1993, atom 45 (H): 0.2307, atom 46 (H): 0.2294, atom 47 (H): 0.2249, atom 48 (H): 0.2135, atom 49 (H): 0.2197, atom 50 (H): 0.1970, atom 51 (H): 0.2493, atom 52 (H): 0.1734, atom 53 (H): 0.1882, atom 54 (H): 0.1952, atom 55 (H): 0.1719


Which of these has the lowest gap between HOMO and LUMO? C20H27N2O6P2Pd